(1)
Computed, not measured: a 4-piece molecular cluster, CH10N2O3 overall at a distorted geometry, with ωB97M-V/def2-TZVPD.

Last column: natural (NBO) charge in e.
Atoms and positions in Å:
H1 -0.57905 1.93502 -0.05552  0.359
N1 -0.43241 1.13428 0.49595  -0.805
C1 -0.86548 0.97668 1.67952  0.311
N2 -0.62042 -0.26218 2.24642  -0.829
H2 -1.44195 1.62758 2.34817  0.157
H3 -0.65142 -0.38525 3.21267  0.376
H4 -0.08636 -1.00951 1.70702  0.442
O1 1.35721 -0.30095 -1.94253  -0.982
H5 1.76220 -0.58630 -2.75156  0.480
H6 0.34125 -0.41402 -1.96181  0.513
O2 -1.25181 0.32763 -2.19921  -0.971
H7 -1.29926 0.56958 -1.16721  0.508
H8 -1.74290 -0.47071 -2.31717  0.472
O3 1.48808 -1.43684 0.53352  -1.011
H9 2.01509 -0.84922 1.04194  0.465
H10 1.49731 -1.10064 -0.46452  0.516

HOMO	-0.342	Eh
total charge	0
energy relative to the best compared isomer or geometry (same formula, charge and spin)	1.0619	eV
Kohn-Sham gap	0.373	Ha
SMILES	[H]/N=C/N.O.O.O

=====

(2)
Computed, not measured: a 4-piece molecular cluster, CH10N2O3 overall at a distorted geometry, with ωB97M-V/def2-TZVPD.

Last column: natural (NBO) charge in e.
Atoms and positions in Å:
H1 -2.65431 0.79031 -0.36114  0.347
N1 -1.64893 0.87635 -0.50483  -0.746
C1 -1.12432 0.86697 0.66726  0.295
N2 0.22425 0.90565 0.85812  -0.857
H2 -1.72550 0.75743 1.57026  0.153
H3 0.62780 0.53527 1.70355  0.419
H4 0.68700 1.64059 0.34100  0.420
O1 -0.19334 -1.51571 -1.04211  -0.991
H5 -0.69198 -0.69685 -0.86048  0.491
H6 -0.59429 -1.78292 -1.88491  0.480
O2 1.96357 1.53798 -1.49384  -0.954
H7 1.38955 0.77629 -1.28747  0.483
H8 2.71471 1.14627 -1.89643  0.471
O3 0.34942 -2.03219 1.76100  -0.978
H9 -0.26136 -2.68417 2.02897  0.467
H10 0.16775 -1.78795 0.82826  0.501

HOMO	-0.362	Eh
total charge	0
energy relative to the best compared isomer or geometry (same formula, charge and spin)	0.6693	eV
Kohn-Sham gap	0.391	Ha
SMILES	[H]/N=C/N.O.O.O

=====

(3)
Computed, not measured: a 4-piece molecular cluster, CH10N2O3 overall at a distorted geometry, with ωB97M-V/def2-TZVPD.

Last column: natural (NBO) charge in e.
Atoms and positions in Å:
H1 0.35254 -3.01244 0.05048  0.370
N1 0.47332 -2.07698 0.35075  -0.817
C1 1.05920 -1.65277 1.40544  0.302
N2 1.23106 -0.29521 1.42748  -0.854
H2 1.38059 -2.14965 2.32967  0.160
H3 1.77045 0.25696 2.18147  0.399
H4 0.53115 0.23511 0.83622  0.436
O1 -2.03972 1.31934 -1.46431  -0.968
H5 -1.72177 1.92817 -2.11585  0.471
H6 -1.37412 0.57018 -1.48038  0.504
O2 0.30561 -0.03798 -1.94427  -0.980
H7 0.21263 -0.71515 -1.28187  0.501
H8 1.16394 0.38293 -1.71819  0.482
O3 -0.57015 1.87163 0.77213  -0.988
H9 -1.16711 1.91673 1.49193  0.478
H10 -1.00014 1.88527 -0.08212  0.501

HOMO	-0.336	Eh
total charge	0
energy relative to the best compared isomer or geometry (same formula, charge and spin)	0.8656	eV
Kohn-Sham gap	0.369	Ha
SMILES	[H]/N=C/N.O.O.O

=====

- total charge of number 1 (CH10N2O3)?
  0